No. 1
# C5H9NO

One molecule with the formula C5H9NO (ωB97M-V/def2-TZVPD, the OMol25 dataset).

Lowest unoccupied orbital energy ... 1.0 eV
Gap between HOMO and LUMO ... 10.30 eV
Energy ... -325.862524 a.u.
ΔE to the lowest compared entry with this formula, charge and spin ... 47.1 kcal/mol
SMILES ... CC(=O)[C@@H]1CN1C

Structure (ORCA input):
```
! wB97M-V def2-TZVPD RIJCOSX def2/J DEFGRID3
* xyz 0 1
C 2.085 -0.448 -0.770
C 0.882 0.254 -1.356
O 0.935 0.847 -2.414
C -0.415 0.274 -0.592
C -0.438 1.117 0.636
N -0.499 -0.325 0.726
C -1.781 -0.891 1.131
H 2.989 -0.042 -1.231
H 2.133 -0.372 0.320
H 2.018 -1.515 -1.013
H -1.301 0.295 -1.227
H -1.344 1.695 0.819
H 0.485 1.584 0.974
H -1.689 -1.281 2.149
H -2.058 -1.719 0.472
H -2.602 -0.155 1.124
*
```

=====

No. 2
# C5H9NO

One molecule with the formula C5H9NO at a distorted geometry (ωB97M-V/def2-TZVPD, the OMol25 dataset).

Lowest unoccupied orbital energy ... 0.8 eV
Gap between HOMO and LUMO ... 11.28 eV
Energy ... -325.896730 a.u.
ΔE to the lowest compared entry with this formula, charge and spin ... 25.6 kcal/mol
SMILES ... C[C@H](C#N)CCO

Structure (ORCA input):
```
! wB97M-V def2-TZVPD RIJCOSX def2/J DEFGRID3
* xyz 0 1
C -1.914 -0.188 0.366
C -0.709 -0.296 -0.585
C -0.028 -1.585 -0.370
N 0.483 -2.607 -0.179
C 0.274 0.896 -0.484
C 1.416 0.738 0.529
O 2.453 -0.096 0.060
H -2.534 0.664 0.069
H -1.604 -0.032 1.405
H -2.528 -1.093 0.318
H -1.096 -0.335 -1.611
H 0.739 1.072 -1.459
H -0.322 1.787 -0.244
H 1.027 0.420 1.512
H 1.890 1.713 0.667
H 2.206 -1.021 0.148
*
```

=====

No. 3
# C5H9NO

One molecule with the formula C5H9NO (ωB97M-V/def2-TZVPD, the OMol25 dataset).

Lowest unoccupied orbital energy (spin up / spin down) ... 0.9 / 0.9 eV
Gap between HOMO and LUMO (spin up / spin down) ... 7.45 / 7.34 eV
Energy ... -325.782259 a.u.
ΔE to the lowest compared entry with this formula, charge and spin ... 97.4 kcal/mol

Structure (ORCA input):
```
! wB97M-V def2-TZVPD RIJCOSX def2/J DEFGRID3
* xyz 0 1
O 0.692 2.241 -1.640
C 0.148 0.996 -1.300
C 1.117 -0.146 -0.864
C 0.162 -0.369 0.273
C -1.146 -1.733 1.685
N 0.025 -1.332 1.171
C -0.655 0.862 0.021
H 1.264 2.514 -0.912
H -0.467 0.696 -2.152
H 2.127 0.213 -0.609
H 1.223 -0.955 -1.600
H -2.026 -1.514 1.099
H -1.196 -2.173 2.669
H 0.879 -1.795 1.488
H -1.746 0.835 -0.072
H -0.400 1.660 0.743
*
```

=====

No. 4
# C5H9NO

A 2-piece molecular cluster, C5H9NO overall at a distorted geometry (ωB97M-V/def2-TZVPD, the OMol25 dataset).

Lowest unoccupied orbital energy ... 0.9 eV
Gap between HOMO and LUMO ... 8.58 eV
Energy ... -325.877465 a.u.
ΔE to the lowest compared entry with this formula, charge and spin ... 37.7 kcal/mol
SMILES ... Cc1ccc[nH]1.O

Structure (ORCA input):
```
! wB97M-V def2-TZVPD RIJCOSX def2/J DEFGRID3
* xyz 0 1
C 0.259 1.794 0.602
C -0.413 0.830 -0.322
C -0.334 -0.571 -0.234
C -1.189 -1.028 -1.281
C -1.815 0.049 -1.866
N -1.449 1.163 -1.107
H 1.273 1.436 0.795
H 0.376 2.815 0.232
H -0.269 1.776 1.552
H 0.471 -1.143 0.239
H -0.822 -1.956 -1.701
H -2.493 0.245 -2.689
H -1.740 2.062 -1.446
O 2.493 -2.201 2.325
H 3.059 -2.673 1.711
H 2.592 -2.600 3.191
*
```

=====

No. 5
# C5H9NO

A 2-piece molecular cluster, C5H9NO overall at a distorted geometry (ωB97M-V/def2-TZVPD, the OMol25 dataset).

Lowest unoccupied orbital energy ... 0.6 eV
Gap between HOMO and LUMO ... 11.06 eV
Energy ... -325.858757 a.u.
ΔE to the lowest compared entry with this formula, charge and spin ... 49.4 kcal/mol
SMILES ... CC(C)(C#N)C=O.[H][H]

Structure (ORCA input):
```
! wB97M-V def2-TZVPD RIJCOSX def2/J DEFGRID3
* xyz 0 1
C 0.185 -0.007 1.823
C 0.064 -0.133 0.289
C 1.326 0.377 -0.414
C -0.194 -1.538 -0.068
N -0.407 -2.639 -0.356
C -1.161 0.706 -0.106
O -1.079 1.870 -0.398
H 0.355 1.043 2.079
H -0.724 -0.351 2.326
H 1.027 -0.603 2.185
H 2.208 -0.149 -0.039
H 1.432 1.447 -0.223
H 1.261 0.223 -1.495
H -2.138 0.185 -0.049
H -1.025 -0.576 -2.706
H -1.130 0.146 -2.850
*
```

=====

No. 6
# C5H9NO

A 3-piece molecular cluster, C5H9NO overall at a distorted geometry (ωB97M-V/def2-TZVPD, the OMol25 dataset).

Lowest unoccupied orbital energy ... 0.1 eV
Gap between HOMO and LUMO ... 10.35 eV
Energy ... -325.802182 a.u.
ΔE to the lowest compared entry with this formula, charge and spin ... 84.9 kcal/mol
SMILES ... C=C(C)C#N.[H][H].C=O

Structure (ORCA input):
```
! wB97M-V def2-TZVPD RIJCOSX def2/J DEFGRID3
* xyz 0 1
C -0.694 0.274 -1.426
C -0.934 0.368 -0.114
C -1.318 -0.817 0.753
C -0.875 1.672 0.511
N -0.920 2.724 1.003
H -0.718 -0.697 -1.917
H -0.293 1.104 -2.006
H -0.779 -1.725 0.448
H -1.127 -0.657 1.821
H -2.393 -0.962 0.627
H 1.217 -0.943 -1.920
H 1.744 -1.074 -1.418
C 1.787 0.193 0.917
O 2.305 -0.845 0.590
H 1.903 1.141 0.349
H 1.094 0.244 1.781
*
```

=====

What did the first record say?
# C5H9NO

One molecule with the formula C5H9NO (ωB97M-V/def2-TZVPD, the OMol25 dataset).

Lowest unoccupied orbital energy ... 1.0 eV
Gap between HOMO and LUMO ... 10.30 eV
Energy ... -325.862524 a.u.
ΔE to the lowest compared entry with this formula, charge and spin ... 47.1 kcal/mol
SMILES ... CC(=O)[C@@H]1CN1C

Structure (ORCA input):
```
! wB97M-V def2-TZVPD RIJCOSX def2/J DEFGRID3
* xyz 0 1
C 2.085 -0.448 -0.770
C 0.882 0.254 -1.356
O 0.935 0.847 -2.414
C -0.415 0.274 -0.592
C -0.438 1.117 0.636
N -0.499 -0.325 0.726
C -1.781 -0.891 1.131
H 2.989 -0.042 -1.231
H 2.133 -0.372 0.320
H 2.018 -1.515 -1.013
H -1.301 0.295 -1.227
H -1.344 1.695 0.819
H 0.485 1.584 0.974
H -1.689 -1.281 2.149
H -2.058 -1.719 0.472
H -2.602 -0.155 1.124
*
```

=====

Q: Which of these has the lowest ΔE to the lowest compared entry with this formula, charge and spin?
A: number 2